ORCA calculation (wB97M-V/def2-TZVPD) on a molecular structure, C20H10Cl5N2O4Zr in a non-equilibrium geometry.

Summary:
Kohn-Sham gap (eV): 6.75
E_tot (Eh): -3526.53616
Charge: +1

The geometry in XYZ format:
```
42
Properties=species:S:1:pos:R:3:forces:R:3
Zr 0.260349 -0.757583 -0.230472 0.0 0.1 -1.3
O -0.810259 4.498137 0.914244 0.0 -0.1 0.0
C 0.155747 4.508786 -0.012988 0.0 0.0 0.0
C 0.761380 5.738484 -0.277410 0.0 0.0 0.0
C 1.763321 5.832747 -1.215727 0.0 0.0 0.0
C 2.197144 4.708160 -1.924513 0.0 0.0 0.0
C 1.608823 3.493804 -1.674360 0.0 0.0 0.0
C 0.584493 3.366436 -0.719379 0.0 0.0 0.0
C 0.007091 2.058613 -0.482173 0.0 0.1 0.1
O 0.469876 1.010704 -1.172283 0.1 -0.1 0.4
N -0.938705 1.878480 0.405000 -0.1 0.0 0.0
N -1.299156 0.538632 0.427874 -0.1 0.0 0.2
C -2.467848 0.162220 0.814876 -0.1 0.0 0.0
C -2.968651 -1.170787 0.578281 -0.1 0.0 0.0
C -4.167967 -1.549718 1.203664 0.0 0.0 0.0
C -4.775202 -2.747021 0.904720 0.0 0.0 0.0
C -4.212278 -3.576176 -0.064540 0.0 0.0 0.0
C -3.045699 -3.223281 -0.717741 0.0 0.0 0.0
C -2.407403 -2.036221 -0.389407 0.0 0.0 0.0
O -1.254979 -1.702662 -1.024734 0.3 -0.1 0.5
H -1.155113 3.591895 1.018331 0.0 0.0 0.0
H 0.418672 6.602718 0.274396 0.0 0.0 0.0
H 2.219645 6.795412 -1.405878 0.0 0.0 0.0
H 2.982248 4.794568 -2.661745 0.0 0.0 0.0
H 1.923229 2.612428 -2.216014 0.0 0.0 0.0
H -3.126387 0.902526 1.264417 0.0 0.0 0.0
H -4.612859 -0.880483 1.929596 0.0 0.0 0.0
H -5.690666 -3.033450 1.401925 0.0 0.0 0.0
H -4.697615 -4.509219 -0.318597 0.0 0.0 0.0
H -2.611303 -3.855912 -1.479329 0.0 0.0 0.0
Cl 5.278078 -4.593051 -0.313915 0.0 0.0 0.0
C 3.966117 -3.620574 0.174298 0.0 0.0 0.0
C 4.111818 -2.230823 0.217500 0.0 0.0 0.0
Cl 5.569125 -1.489195 -0.271979 0.0 0.0 0.0
C 3.047569 -1.450207 0.657314 0.1 0.0 -0.1
Cl 3.105399 0.280403 0.568838 0.0 -0.1 0.2
C 1.858604 -2.040560 1.119624 -0.2 0.0 0.0
O 0.855185 -1.271570 1.606598 -0.1 0.1 -0.2
C 1.679377 -3.420608 0.934215 0.0 -0.2 0.2
Cl 0.139407 -4.099938 1.288442 0.1 0.1 0.0
C 2.738995 -4.213115 0.499999 0.0 0.0 0.0
Cl 2.540408 -5.902993 0.369047 0.0 0.0 0.0
```
Forces are in eV/Å.